[1]
C30H39NO8PS4Y as an isolated structure. Source: OMol25; level of theory: the ωB97M-V functional and the def2-TZVPD basis.

Output
- electronic energy (hartree) = -3795.8547
- HOMO (eV) = -7.582
- ΔE to the lowest compared entry with this formula, charge and spin (kcal/mol) = 9.62
- largest force on an atom (eV/Å) = 0.68
- frontier orbital gap (eV) = 7.9

```
84
Properties=species:S:1:pos:R:3:forces:R:3
Y -0.13915 -0.60117 -1.13003 0.2 0.3 -0.1
S -1.81060 1.34138 -2.39770 0.2 -0.1 0.0
S 1.51026 2.10125 0.29486 0.1 -0.7 -0.1
S -1.97861 3.40560 7.30028 0.0 0.0 0.0
S 1.79100 -2.87964 -0.97859 -0.3 0.5 0.0
P -2.36075 -2.40908 -2.56948 0.0 0.0 0.0
O 0.90383 -2.34279 0.08985 0.1 -0.3 0.1
O -1.11374 -3.39707 -2.86966 -0.1 -0.1 0.0
O 1.53139 -1.96552 -2.12760 0.3 -0.3 -0.2
O -3.60982 -3.43794 -2.63637 0.0 0.0 0.0
O -2.05363 -2.30071 -0.95112 0.2 0.1 -0.5
O -2.96214 2.44204 9.47268 0.1 0.0 0.0
O 1.65473 0.77306 -0.46455 -0.3 0.3 0.2
O 1.67199 -4.27758 -1.25516 0.0 0.0 0.0
N 0.57907 0.58831 -3.15748 -0.1 -0.3 0.0
C -0.44838 1.39019 -3.48127 -0.2 0.1 0.0
C -1.74514 2.59489 5.74133 0.0 -0.1 -0.1
C -1.00124 0.23525 0.88210 0.0 0.1 0.4
C -3.09767 -3.47638 0.88092 0.0 0.0 0.1
C 7.23034 3.97767 0.98462 0.1 0.0 0.0
C -2.87532 0.75010 7.78849 0.0 0.0 0.0
C -1.98445 -3.52190 -0.13302 0.0 0.1 0.0
C 4.79990 3.99245 1.62974 0.0 0.0 0.0
C 1.87843 1.39172 -4.97527 0.0 0.0 0.0
C 0.95024 3.25036 -0.94841 0.1 0.2 0.0
C 3.19295 2.64460 0.47990 0.1 0.0 -0.1
C -0.51861 2.01797 5.42855 0.0 0.0 0.1
C -5.90265 -3.05567 -1.96173 -0.1 0.0 0.0
C -4.88722 -2.91362 -3.06857 0.2 -0.1 0.0
C 3.49136 3.55729 1.47741 0.0 0.0 0.0
C -0.71116 -3.64460 -4.22822 0.1 0.1 0.1
C -0.34693 2.22759 -4.60676 0.0 0.0 0.1
C -1.34739 1.34813 3.26174 -0.2 0.1 -0.1
C -2.66880 2.13000 8.34889 -0.1 0.0 0.1
C 1.70577 0.58109 -3.87499 -0.1 0.1 -0.1
C 3.43727 -2.55568 -0.44921 0.2 0.0 0.1
C 5.81495 3.51119 0.81183 -0.1 0.0 0.0
C -1.15077 0.74124 1.98259 -0.1 -0.1 0.0
C 4.19013 2.14333 -0.34778 -0.1 0.0 0.0
C -2.77029 2.55630 4.79887 -0.1 0.1 0.1
C 5.49093 2.57798 -0.17333 0.0 0.0 0.0
C 0.81563 2.22413 -5.33980 0.0 0.0 0.0
C -0.32053 1.40053 4.20641 0.0 0.0 0.0
C -1.03838 -5.06849 -4.60710 0.0 0.0 0.0
C -2.57850 1.93765 3.57866 0.1 0.0 0.0
H 3.93702 1.41255 -1.10431 0.0 0.0 0.0
H 0.28168 2.04914 6.15737 0.0 0.0 0.0
H -5.65746 -2.40150 -1.12520 0.0 0.0 0.0
H -5.16678 -3.48157 -3.95658 -0.1 0.0 0.0
H -0.54526 -5.75502 -3.92046 0.0 0.0 0.0
H 7.32711 4.63439 1.84726 0.0 0.0 0.0
H 7.57153 4.52755 0.10602 0.0 0.0 0.0
H 6.27374 2.18451 -0.81062 0.0 0.0 0.0
H -1.19843 -2.91948 -4.89004 0.0 -0.1 0.0
H -3.37304 1.90692 2.84585 0.0 0.0 0.0
H -5.93831 -4.08330 -1.60097 0.0 0.0 0.0
H -3.01856 -2.57383 1.48658 0.0 0.0 0.0
H -2.04578 -4.38018 -0.79955 -0.1 0.0 0.1
H 5.03675 4.70534 2.40940 0.0 0.0 0.0
H 1.03630 4.25762 -0.54066 0.0 0.0 0.0
H -2.11307 -5.24591 -4.56267 0.0 0.0 0.0
H -3.66978 0.77266 7.04153 0.0 0.0 0.0
H -4.07297 -3.49373 0.39560 0.0 0.0 0.0
H 2.71696 3.92045 2.14223 0.0 0.0 0.0
H 1.56698 3.13825 -1.83999 0.0 0.0 0.0
H -0.69347 -5.28463 -5.61892 0.0 0.0 0.0
H 2.46651 -0.10960 -3.53227 0.0 0.0 0.0
H -1.00166 -3.51334 0.32871 0.0 0.0 0.0
H 4.12134 -2.88077 -1.22938 0.0 0.0 0.0
H 0.63214 0.94385 3.97378 0.0 0.0 0.0
H -4.76441 -1.86744 -3.36169 0.0 0.0 0.0
H 3.55061 -1.49288 -0.25096 -0.1 0.0 0.0
H 0.90198 2.87090 -6.20428 0.0 0.0 0.0
H -1.98128 0.38413 7.28607 0.0 0.0 0.0
H -0.09290 3.00867 -1.15912 0.0 0.0 0.0
H -3.03312 -4.34143 1.54300 0.0 0.0 0.0
H 0.36133 -3.44924 -4.25695 0.0 -0.1 0.0
H -3.15751 0.09932 8.61195 0.0 0.0 0.0
H 7.90937 3.13569 1.12335 0.0 0.0 0.0
H 2.80060 1.37080 -5.53695 0.0 0.0 0.0
H -1.17869 2.86593 -4.86782 0.0 0.0 0.0
H -3.72281 3.01689 5.02972 0.0 0.0 0.0
H -6.89617 -2.78679 -2.32316 0.0 0.0 0.0
H 3.61122 -3.13037 0.45765 0.0 0.0 0.0
```
Positions in Å, forces in eV/Å.

[2]
C30H40AsN8O2RuS2 as an isolated structure. Source: OMol25; level of theory: the ωB97M-V functional and the def2-TZVPD basis.

Output
- net charge = +3
- electronic energy (hartree) = -4882.0660
- HOMO (spin up / spin down) (eV) = -15.784 / -15.787
- ΔE to the lowest compared entry with this formula, charge and spin (kcal/mol) = 4.79
- largest force on an atom (eV/Å) = 0.94
- frontier orbital gap (spin up / spin down) (eV) = 5.7 / 5.6

```
84
Properties=species:S:1:pos:R:3:forces:R:3
Ru -0.56669 -0.96894 -0.27085 0.8 0.0 0.5
As -2.68628 -0.23804 0.67921 0.0 0.1 0.1
S -1.61200 -1.21706 -2.50697 0.2 -0.2 -0.3
S 0.27026 -0.73478 1.71073 -0.3 0.0 -0.4
O 1.32609 1.96940 -2.28791 0.3 0.0 -0.1
O -0.01503 0.86159 -0.93089 -0.4 0.0 0.0
N -2.75377 -0.10684 -4.54865 0.0 0.0 0.0
N -1.94385 1.43011 -3.06441 0.2 0.0 0.3
N 6.06096 2.61668 -4.63406 0.0 0.0 0.0
N -0.83415 -5.21688 0.03335 0.0 0.0 0.0
N 1.43559 -1.43072 -1.10110 -0.3 0.1 0.1
N 4.04884 3.62950 -5.10208 0.0 0.0 0.0
N -0.95944 -3.05972 -0.24611 -0.3 0.2 0.1
N 4.17992 2.11412 -3.37906 -0.3 0.0 0.1
C -4.52192 1.25602 -0.98256 0.0 -0.1 -0.1
C -1.21300 0.85222 5.04123 0.0 0.0 0.0
C 3.28050 0.13382 -0.69643 0.0 0.0 0.0
C -4.65834 -3.57304 2.15332 0.0 0.0 0.0
C 1.08023 0.97243 -1.63611 0.0 -0.1 0.0
C -5.44469 -1.20389 0.91960 0.0 0.0 0.0
C -2.53634 1.10278 4.68976 0.0 0.0 0.0
C -3.65174 3.74793 -0.10629 0.0 0.0 0.0
C -2.13304 0.17764 -3.40279 0.0 -0.1 -0.1
C -3.70316 -2.67153 1.71581 0.0 0.0 0.0
C -2.15120 0.27842 2.47050 0.1 0.0 0.0
C -4.70520 3.65382 -1.00481 0.0 0.0 0.0
C 4.13081 1.36573 -1.01349 -0.1 0.0 0.0
C 4.76807 2.78082 -4.36366 0.0 0.0 -0.1
C -0.21811 -4.04781 0.26127 0.2 -0.1 0.0
C -6.39717 -2.11689 1.35244 0.0 0.0 0.0
C -5.13655 2.40896 -1.44628 0.0 0.0 -0.1
C -2.01782 -4.99300 -0.62713 0.0 0.0 0.0
C -2.31501 2.56403 -3.89584 -0.1 0.1 0.0
C 1.08516 -4.01061 0.98204 0.0 0.0 0.0
C -0.82068 0.01476 2.83062 -0.1 -0.1 -0.1
C -0.34471 0.29881 4.11806 0.0 0.0 0.0
C 2.08030 -0.18927 -1.60362 0.0 0.1 0.0
C -2.09329 -3.65515 -0.78713 -0.1 -0.1 0.0
C -6.00695 -3.30046 1.96147 0.0 0.0 0.0
C -4.09340 -1.49289 1.08110 0.0 0.0 0.1
C 4.87884 1.34004 -2.35573 0.1 -0.1 0.1
C -3.00996 0.81060 3.40861 0.0 0.0 0.0
C -3.04806 2.59631 0.38102 0.0 0.0 0.0
C -3.49128 1.34908 -0.04950 0.0 0.0 0.0
H -2.68778 -5.78575 -0.90739 0.0 0.0 0.0
H -3.31715 4.71709 0.23870 0.0 0.0 0.0
H -3.21126 1.52566 5.42236 0.0 0.0 0.0
H 5.02279 0.31052 -2.69875 0.0 0.0 0.0
H -3.35605 2.49004 -4.21183 0.0 0.0 0.0
H -2.88619 -3.08317 -1.23132 0.0 0.0 0.0
H -2.65169 -2.87955 1.88982 0.0 0.0 0.0
H 3.17568 2.22242 -3.24531 0.0 0.0 0.0
H -2.89262 -1.06782 -4.81358 0.0 0.0 0.0
H -7.44745 -1.89423 1.22190 0.0 0.0 0.0
H -3.01474 0.60769 -5.20810 0.0 0.0 0.0
H 2.01770 -1.83183 -0.37387 0.1 -0.1 -0.1
H 3.92858 -0.74826 -0.70021 0.0 0.0 0.0
H 2.90165 0.23663 0.32661 0.0 0.0 0.0
H 4.44491 4.09848 -5.89877 0.0 0.0 0.0
H 1.01082 -4.56661 1.91720 0.0 0.0 0.0
H 3.53394 2.27628 -0.94407 0.0 0.0 0.0
H 1.39392 -3.00302 1.24000 -0.1 0.0 0.0
H -0.47037 -6.11758 0.30585 0.0 0.0 0.0
H 6.60670 1.90108 -4.18764 0.0 0.0 0.0
H 1.35687 -2.13003 -1.83353 -0.1 0.1 -0.1
H -5.19793 4.55130 -1.35465 0.0 0.0 0.0
H -0.86550 1.08044 6.03922 0.0 0.0 0.0
H -4.04734 0.99997 3.15977 0.0 0.0 0.0
H -2.25018 2.68069 1.10877 0.0 0.0 0.0
H 1.86838 -4.47739 0.38180 0.0 0.0 0.0
H -5.77198 -0.27163 0.48107 0.0 -0.1 0.1
H 0.68271 0.08399 4.38214 0.0 0.0 0.0
H 4.87559 1.43842 -0.22149 0.0 0.0 0.0
H -1.44351 1.60098 -2.20047 0.1 0.0 0.0
H 3.10707 3.86530 -4.84251 0.0 0.0 0.0
H 5.86795 1.77504 -2.21039 0.0 0.0 0.0
H -5.96420 2.33613 -2.13999 0.0 0.0 0.0
H -4.86028 0.28947 -1.33835 0.0 0.0 0.0
H 6.51966 3.17048 -5.33824 0.0 0.0 0.0
H -2.21411 3.46639 -3.30110 0.0 0.0 0.0
H 2.41264 -0.34817 -2.63076 0.0 0.0 0.0
H -1.66726 2.63926 -4.77116 0.0 0.0 0.0
H -4.35469 -4.48393 2.65187 0.0 0.0 0.0
H -6.75418 -4.00470 2.30126 0.0 0.0 0.0
```
Positions in Å, forces in eV/Å.